{
  "formula": "C3H8N2O2",
  "method": "ωB97M-V/def2-TZVPD",
  "smiles": "C/N=C/[C@@H](N)OO",
  "e_tot_ha": -378.97474,
  "largest_force_ev_per_a": 1.60,
  "e_above_lowest_ev": 4.524,
  "spin_multiplicity": 1,
  "homo_energy_ev": -9.6,
  "orbital_gap_ev": 10.49,
  "mol_weight_g_mol": 104.11,
  "lumo_energy_ha": 0.0336,
  "symbols": ["C", "N", "C", "C", "N", "O", "O", "H", "H", "H", "H", "H", "H", "H", "H"],
  "xyz": [[2.20243, 0.96521, 0.17158], [1.06813, 0.10198, 0.26135], [0.20181, 0.09106, -0.65265], [-0.94627, -0.87290, -0.60223], [-0.80646, -1.86778, 0.37840], [-2.07699, 0.09325, -0.39265], [-2.01696, 0.67013, 0.91213], [2.22154, 1.58980, -0.73258], [2.21247, 1.60750, 1.05444], [3.10178, 0.34922, 0.20512], [0.21336, 0.76014, -1.52644], [-1.19148, -1.28494, -1.59042], [-0.46185, -1.46470, 1.24365], [-1.67579, -2.35776, 0.54979], [-2.04572, 1.61980, 0.72051]],
  "forces_ev_per_a": [[0.130, 0.521, 0.076], [-0.494, -0.532, -0.342], [0.977, -0.564, -0.072], [-0.447, 1.358, 0.719], [-0.135, 0.017, 0.106], [-0.671, -0.589, -0.674], [0.242, -0.199, 0.175], [-0.006, -0.029, 0.037], [0.136, 0.042, -0.049], [0.025, 0.063, -0.008], [0.089, -0.019, 0.147], [-0.074, 0.200, 0.273], [0.072, -0.071, -0.122], [0.052, 0.023, -0.092], [0.102, -0.221, -0.174]]
}

---

{
  "formula": "C19H21KN4O",
  "method": "ωB97M-V/def2-TZVPD",
  "e_tot_ha": -1630.70499,
  "largest_force_ev_per_a": 5.74,
  "e_above_lowest_ev": 1.306,
  "spin_multiplicity": 1,
  "homo_energy_ev": -5.9,
  "orbital_gap_ev": 6.16,
  "mol_weight_g_mol": 360.50,
  "lumo_energy_ha": 0.0091,
  "symbols": ["K", "C", "N", "C", "C", "C", "C", "C", "C", "N", "C", "C", "C", "C", "C", "C", "N", "C", "C", "C", "C", "C", "N", "H", "H", "H", "H", "H", "H", "H", "H", "H", "H", "H", "H", "H", "H", "H", "H", "H", "H", "C", "O", "H", "H", "H"],
  "xyz": [[0.77042, -0.03392, -1.76395], [-2.78098, -0.72983, -0.75535], [-1.50824, -0.78662, -0.11005], [-1.52910, 0.26810, 0.96655], [-0.11347, 0.61808, 1.36697], [0.50183, 0.27457, 2.59208], [1.77470, 0.89876, 2.88507], [2.45375, 1.57264, 1.84928], [1.80199, 1.62026, 0.63528], [0.55309, 1.24597, 0.43845], [-1.32163, -2.11891, 0.54562], [0.12502, -2.40570, 0.86054], [0.69110, -3.10233, 1.96698], [2.05962, -3.42236, 1.96752], [2.86800, -2.79331, 1.03683], [2.25771, -2.09412, 0.00544], [0.96043, -2.15221, -0.16891], [-2.94914, 0.56679, -1.55842], [-3.91433, 1.51503, -1.24483], [-4.03873, 2.61786, -2.06060], [-3.31138, 2.78432, -3.22405], [-2.29587, 1.82181, -3.41114], [-2.15004, 0.76118, -2.62957], [-3.62771, -0.90852, -0.03728], [-2.87685, -1.58432, -1.44560], [-2.12824, -0.09518, 1.79141], [-1.92605, 1.11895, 0.50581], [-0.02879, -0.33868, 3.31022], [2.20873, 0.90151, 3.91370], [3.51093, 1.91775, 1.90390], [2.32791, 1.87889, -0.38256], [-1.64757, -2.91193, -0.15774], [-1.94005, -2.20334, 1.45989], [0.07091, -3.28356, 2.86673], [2.49297, -3.92159, 2.87404], [3.96835, -2.87892, 1.09308], [2.79070, -1.51258, -0.74878], [-4.51814, 1.39236, -0.35930], [-4.81698, 3.36016, -1.86432], [-3.36016, 3.63587, -3.88959], [-1.50116, 1.97573, -4.14541], [4.05816, 1.30899, -1.37083], [2.63362, 1.50330, -1.43195], [4.60519, 2.22114, -1.07322], [4.39407, 0.96377, -2.34705], [4.40537, 0.53414, -0.65490]],
  "forces_ev_per_a": [[-0.585, -0.019, -0.927], [-1.172, -0.424, -0.843], [0.328, -0.413, 1.827], [1.789, -1.939, -0.237], [0.186, -1.158, 1.947], [0.710, 1.670, -0.120], [-0.348, -0.284, -0.019], [-0.439, -1.433, 1.453], [0.532, 1.942, 1.749], [-0.746, 0.451, -0.550], [-0.169, 0.137, -0.229], [2.108, -1.792, -0.299], [-1.139, 0.616, 0.021], [-0.447, 0.775, 1.408], [1.218, -0.298, -0.023], [0.431, -0.882, -0.051], [-1.517, 1.622, 0.397], [-0.318, 0.024, -0.651], [0.566, -0.544, 0.156], [-1.470, 1.169, -0.786], [1.530, -1.100, 0.477], [-0.220, 0.631, 0.331], [0.300, -0.661, 0.596], [0.328, 0.610, -0.331], [0.208, 0.325, -0.060], [-0.372, 0.105, 0.412], [-0.731, 1.397, -0.310], [0.068, 0.183, 0.186], [-0.454, -0.484, -0.864], [-1.072, -0.082, 0.333], [-0.432, 0.791, 1.253], [0.059, 0.441, 0.270], [0.088, -0.016, -0.230], [0.411, -0.185, -0.711], [-0.436, 0.315, -1.196], [-0.767, 0.173, -0.006], [0.383, -0.414, 0.150], [-0.126, 0.064, 0.062], [0.240, -0.211, 0.245], [-0.284, -0.011, 0.170], [-0.442, -0.190, -0.122], [-1.196, 0.128, -0.181], [3.591, -1.174, -4.315], [-0.155, -0.056, -0.293], [0.399, 0.178, -0.162], [-0.437, 0.023, 0.077]]
}

---

{
  "formula": "C5H6O2",
  "method": "ωB97M-V/def2-TZVPD",
  "e_tot_ha": -344.40962,
  "largest_force_ev_per_a": 0.51,
  "e_above_lowest_ev": 5.232,
  "spin_multiplicity": 1,
  "homo_energy_ev": -9.4,
  "orbital_gap_ev": 10.37,
  "mol_weight_g_mol": 98.10,
  "lumo_energy_ha": 0.0358,
  "symbols": ["C", "C", "O", "C", "O", "C", "C", "H", "H", "H", "H", "H", "H"],
  "xyz": [[0.90451, 1.03385, 0.41426], [0.14964, -0.20157, -0.05762], [-1.27507, 0.11370, -0.15457], [-2.01808, -0.09453, 0.90305], [-1.47493, -0.55356, 1.98782], [0.57481, -0.64711, -1.38620], [0.95916, -1.00219, -2.46917], [0.73541, 1.86459, -0.27597], [1.97721, 0.82154, 0.45104], [0.56606, 1.31723, 1.41429], [0.26764, -1.01562, 0.66292], [-2.65503, -0.31726, 1.94510], [1.28866, -1.31909, -3.43494]],
  "forces_ev_per_a": [[0.045, 0.062, 0.037], [0.242, -0.053, 0.040], [-0.220, -0.008, 0.095], [0.404, 0.032, -0.306], [-0.301, 0.114, -0.203], [0.155, -0.169, -0.431], [-0.157, 0.140, 0.402], [0.016, -0.121, 0.086], [-0.164, 0.013, -0.015], [0.042, -0.045, -0.142], [0.024, 0.086, -0.139], [-0.029, -0.111, 0.383], [-0.059, 0.060, 0.193]]
}

---

{
  "formula": "C27H69N5O7",
  "method": "ωB97M-V/def2-TZVPD",
  "e_tot_ha": -1870.34059,
  "largest_force_ev_per_a": 3.14,
  "spin_multiplicity": 2,
  "homo_energy_ev": [0.8, -6.0],
  "orbital_gap_ev": [1.55, 8.32],
  "total_charge": -1,
  "mol_weight_g_mol": 575.88,
  "lumo_energy_ha": [0.0878, 0.0849],
  "symbols": ["C", "C", "C", "O", "C", "N", "H", "H", "H", "H", "H", "H", "H", "H", "H", "H", "H", "C", "C", "C", "O", "C", "N", "H", "H", "H", "H", "H", "H", "H", "H", "H", "H", "H", "C", "C", "C", "O", "C", "N", "H", "H", "H", "H", "H", "H", "H", "H", "H", "H", "H", "C", "C", "C", "O", "C", "N", "H", "H", "H", "H", "H", "H", "H", "H", "H", "H", "H", "C", "C", "O", "O", "H", "H", "H", "H", "H", "H", "C", "C", "C", "C", "C", "C", "N", "O", "C", "C", "C", "H", "H", "H", "H", "H", "H", "H", "H", "H", "H", "H", "H", "H", "H", "H", "H", "H", "H", "H"],
  "xyz": [[4.77654, 1.56355, -1.07564], [5.42595, 2.27493, 0.09459], [5.26264, 1.44912, 1.43539], [3.86679, 1.44497, 1.80847], [3.29669, 2.68836, 2.24447], [6.83262, 2.41624, -0.24471], [4.98550, 2.04421, -2.03137], [3.68986, 1.57801, -0.99178], [5.08207, 0.51828, -1.12205], [5.12371, 3.31113, 0.24629], [5.85774, 1.85814, 2.25188], [5.42019, 0.40330, 1.17172], [4.02913, 3.16713, 2.89439], [2.43747, 2.41041, 2.85488], [3.04402, 3.31920, 1.39225], [7.07647, 1.57266, -0.74370], [7.36918, 2.42586, 0.61093], [-1.04275, 4.50162, -1.63472], [-1.73735, 4.62659, -0.27565], [-2.81102, 3.60209, 0.03613], [-3.91543, 3.79633, -0.91732], [-4.99991, 2.90394, -0.81574], [-0.67917, 4.65390, 0.72961], [-1.82718, 4.50682, -2.39151], [-0.35411, 3.67065, -1.78766], [-0.44939, 5.40977, -1.74100], [-2.09426, 5.65484, -0.21724], [-3.21135, 3.89447, 1.00687], [-2.52783, 2.55749, 0.16540], [-5.61884, 3.27611, 0.00066], [-4.57883, 1.91272, -0.64759], [-5.63403, 3.00855, -1.69612], [-0.14968, 5.50487, 0.60478], [-1.20714, 4.75625, 1.58453], [2.87227, -1.76368, 3.26431], [3.74243, -2.15299, 2.03199], [3.74360, -3.64830, 1.65148], [4.67108, -3.96630, 0.54330], [4.76897, -5.31769, 0.24773], [3.23922, -1.24293, 0.97557], [3.01360, -2.53155, 4.02491], [1.80596, -1.64893, 3.06967], [3.32563, -0.93180, 3.80334], [4.70748, -1.75462, 2.34517], [2.75932, -4.00111, 1.34354], [3.99563, -4.34337, 2.45237], [3.80889, -5.78852, 0.03644], [5.06168, -5.97150, 1.06929], [5.31054, -5.54660, -0.67010], [3.29788, -0.31147, 1.36167], [4.01468, -1.19162, 0.33050], [-3.44903, 0.41865, 2.82844], [-2.87572, 1.09361, 4.05142], [-1.36168, 0.67507, 4.19402], [-0.76351, 1.24368, 5.35914], [0.42097, 0.66677, 5.63986], [-2.96762, 2.52945, 3.76154], [-3.88237, -0.52936, 3.14714], [-2.70352, 0.16820, 2.07374], [-4.26302, 0.94451, 2.32946], [-3.43060, 0.78497, 4.93741], [-0.87447, 1.04351, 3.29126], [-1.29632, -0.41242, 4.15911], [0.32075, -0.41616, 5.71278], [0.90586, 1.00631, 6.55512], [1.18846, 0.89532, 4.90038], [-2.56006, 2.84291, 2.89220], [-2.33061, 2.81895, 4.48990], [0.03303, 0.64744, 0.40752], [0.50706, -0.34112, -0.65995], [0.45437, -1.62817, -0.13453], [0.41409, 1.93075, -0.04569], [0.60233, 0.50853, 1.32659], [-1.00897, 0.59646, 0.72333], [1.54661, -0.11604, -0.89821], [-0.09414, -0.21912, -1.56093], [1.31564, -1.85256, 0.22529], [-0.28842, 2.56040, 0.13218], [-3.11811, -1.67358, -0.85789], [-3.27938, -2.30348, -2.25591], [-4.19362, -1.33383, -3.06277], [-4.16608, -1.50895, -4.59342], [-2.66370, -1.35963, -5.00603], [-1.72492, -2.34948, -4.29646], [-1.94990, -2.29813, -2.79991], [-1.03370, -3.04926, -2.06745], [-1.81081, -3.78502, -4.90243], [-0.27301, -1.82452, -4.51184], [-3.89623, -3.65550, -2.01575], [-2.57556, -2.27585, -0.12917], [-4.09049, -1.39183, -0.45393], [-2.50522, -0.77265, -0.88634], [-5.22101, -1.35016, -2.69905], [-3.91587, -0.29947, -2.86019], [-4.87176, -0.92373, -5.18301], [-4.37615, -2.54230, -4.86939], [-2.26740, -0.36637, -4.79512], [-2.45510, -1.43697, -6.07309], [-2.84057, -4.12556, -5.01076], [-1.36555, -3.67302, -5.89101], [-1.27236, -4.51166, -4.29401], [-0.15783, -1.60818, -5.57393], [-0.08890, -1.08371, -3.73375], [0.50567, -2.56310, -4.32143], [-4.91502, -3.51529, -1.65451], [-3.31377, -4.22074, -1.28820], [-3.97049, -4.23759, -2.93430], [-0.62942, -2.39051, -1.49806]],
  "forces_ev_per_a": [[-1.155, 0.461, 0.134], [0.753, -0.367, 0.863], [-2.379, 1.168, -1.682], [0.456, -0.204, 0.128], [0.808, -0.760, 0.081], [0.528, -0.320, -0.105], [0.312, 0.067, 0.075], [-0.118, -0.103, 0.152], [0.196, -0.069, 0.009], [-0.843, -0.209, 0.013], [0.300, -0.173, 0.006], [0.728, -0.040, 0.399], [-0.045, 0.384, 0.061], [-0.181, 0.274, -0.233], [-0.231, 0.083, 0.136], [0.541, -0.124, -0.053], [0.392, 0.093, 0.060], [-0.695, 0.429, -0.170], [1.539, 0.351, -1.084], [-1.952, 1.287, -0.136], [1.777, 0.131, -0.223], [0.546, 0.879, 0.713], [-0.573, -1.453, 0.620], [0.174, -0.061, -0.318], [-0.294, -0.224, 0.342], [0.060, 0.088, -0.231], [-1.316, -0.240, -0.570], [-0.156, -0.037, 0.452], [0.342, -0.217, -0.631], [-0.223, -0.620, 0.510], [-0.656, -0.389, -0.062], [0.394, -0.326, -0.289], [0.296, 0.161, 0.069], [0.495, 0.213, 0.874], [0.853, -1.651, 0.640], [-1.011, 1.192, 0.788], [0.584, -0.521, -1.092], [-0.274, 1.298, 0.797], [-1.296, -1.217, -0.047], [0.751, -1.205, -0.616], [-0.386, -0.452, 0.103], [0.151, 0.162, -0.144], [-0.356, 0.593, -0.601], [0.659, -0.850, -0.223], [-0.402, 0.402, -0.227], [0.317, 0.447, 0.593], [-0.821, 0.357, -0.235], [0.930, 0.292, 0.391], [0.588, 0.607, 0.281], [-0.567, 0.510, 0.392], [-0.071, -0.207, -0.944], [-0.471, -1.673, 0.006], [1.324, 0.176, -2.104], [-1.350, 0.454, 0.012], [-2.493, 0.608, -0.642], [2.445, -0.962, 0.310], [-0.106, 0.014, 2.401], [-0.016, -0.340, -0.234], [0.174, 0.146, -0.026], [0.120, 0.408, 0.280], [-0.018, 0.540, 0.125], [0.317, 0.137, -0.108], [0.196, -0.308, 0.429], [0.123, -0.361, 0.006], [-0.680, 0.318, 0.347], [0.107, -0.129, -0.572], [0.234, -0.600, -0.273], [0.069, 1.537, 0.061], [1.258, 0.634, 0.073], [0.056, 0.937, 0.999], [-1.086, -1.305, -0.348], [-0.344, 0.075, -0.543], [0.144, -0.659, 0.207], [-0.300, -0.240, -0.543], [-0.015, 0.399, -0.136], [-0.130, -0.291, -0.109], [0.655, 0.167, 0.226], [0.228, 0.556, 0.292], [-0.010, 0.633, 0.426], [-0.100, 1.035, 1.202], [-0.286, 0.271, -0.665], [1.932, -1.088, 0.055], [-0.241, 0.374, 0.257], [0.843, -0.926, 1.333], [-0.055, 1.419, -2.593], [-0.353, -0.762, -0.439], [-0.248, 0.989, 0.201], [-0.419, -1.134, 0.403], [-0.485, -0.654, -0.592], [-0.298, -0.508, -0.141], [-0.088, -0.116, 0.179], [-0.142, 0.307, -0.420], [-0.082, -0.558, 0.205], [0.495, 0.062, 0.089], [0.203, 0.451, 0.323], [-0.444, -0.246, 0.196], [-0.285, 0.273, 0.420], [-0.399, -0.411, -0.233], [-0.046, -0.009, -0.051], [0.029, -0.504, -0.132], [0.141, 0.146, -0.066], [0.099, 0.878, 0.165], [0.001, 0.725, -0.776], [-0.277, -0.487, 0.149], [-0.019, -0.112, 0.221], [-0.038, 0.008, -0.067], [0.034, -0.120, -0.085], [0.628, -0.060, 0.538]]
}

---

{
  "formula": "C5H4Cl2F9NaO9S3",
  "method": "ωB97M-V/def2-TZVPD",
  "e_tot_ha": -4046.35672,
  "largest_force_ev_per_a": 1.61,
  "e_above_lowest_ev": 0.000,
  "spin_multiplicity": 1,
  "homo_energy_ev": -3.3,
  "orbital_gap_ev": 6.34,
  "total_charge": -2,
  "mol_weight_g_mol": 569.16,
  "lumo_energy_ha": 0.1129,
  "symbols": ["Na", "C", "F", "F", "F", "S", "O", "O", "O", "C", "F", "F", "F", "S", "O", "O", "O", "C", "F", "F", "F", "S", "O", "O", "O", "Cl", "C", "C", "Cl", "H", "H", "H", "H"],
  "xyz": [[-1.02889, 0.47569, -0.22806], [1.53681, -0.10499, -4.46747], [0.72791, 0.76113, -5.12497], [0.92885, -1.29089, -4.47305], [2.66303, -0.20793, -5.17768], [1.85214, 0.43835, -2.71655], [0.53206, 0.40565, -2.10687], [2.78804, -0.55986, -2.27523], [2.43937, 1.75899, -2.82311], [2.14192, 1.81689, 3.33976], [3.38097, 1.66108, 3.81487], [1.32268, 1.04267, 4.06716], [1.78073, 3.09858, 3.57685], [2.10961, 1.46490, 1.50167], [2.83522, 2.60080, 0.98505], [2.77484, 0.20394, 1.39466], [0.68603, 1.45797, 1.17643], [0.04626, -4.03729, -1.21726], [-1.26279, -3.91458, -1.54080], [0.26124, -5.35691, -0.99642], [0.76825, -3.69967, -2.27508], [0.49881, -3.00770, 0.27130], [-0.11211, -3.72499, 1.37354], [1.92701, -3.02032, 0.22485], [-0.11784, -1.73393, -0.06773], [-3.34997, -0.32772, 1.43440], [-3.95388, 1.14688, 2.25604], [-4.13836, 2.30953, 1.32557], [-2.63885, 2.70329, 0.45814], [-3.23203, 1.38866, 3.03463], [-4.85175, 0.81853, 2.77577], [-4.38139, 3.21143, 1.89100], [-4.93394, 2.22184, 0.58858]],
  "forces_ev_per_a": [[1.508, -0.565, -0.078], [-0.355, 0.551, 0.789], [0.001, -0.024, -0.162], [-0.109, -0.344, -0.262], [0.166, -0.032, -0.192], [1.241, 0.366, 0.730], [-0.495, 0.092, -0.304], [-0.348, -0.370, -0.185], [-0.568, 0.033, -0.570], [-0.217, 0.174, -0.871], [0.166, -0.007, 0.274], [-0.050, -0.116, 0.105], [-0.058, 0.028, 0.237], [0.314, 0.104, -0.419], [-0.172, 0.216, 0.221], [-0.047, -0.314, 0.314], [-0.451, 0.105, 0.247], [-0.002, 0.028, 0.595], [0.031, -0.042, -0.074], [-0.044, 0.024, -0.002], [-0.019, 0.094, -0.361], [-0.079, 0.098, -0.233], [-0.259, 0.067, -0.081], [0.346, -0.235, 0.091], [-0.547, 0.008, 0.217], [-0.082, 0.105, -0.008], [0.325, -0.624, 0.372], [-0.353, 0.662, -0.054], [0.095, 0.184, -0.073], [0.175, 0.041, -0.187], [-0.285, 0.345, -0.256], [0.073, -0.149, 0.208], [0.098, -0.503, -0.029]]
}